Computed, not measured: a cluster of 14 separate species, C26H78BF4O26 in total, with ωB97M-V/def2-TZVPD.

As for the highest occupied orbital energy: -7.4 eV. As for the charge: -1. The calculation puts the total energy at -93008.02239 eV.

Positions of all 135 atoms, in Å:
B1 0.0576 -0.0079 -0.0019
F1 0.2760 0.2388 -1.3223
F2 0.4333 1.0238 0.8782
F3 -1.3213 0.0599 0.2031
F4 0.4354 -1.1703 0.5996
C1 1.2512 4.0539 -0.1827
C2 1.9064 5.4039 -0.4267
O1 3.2937 5.1142 -0.5531
O2 1.5406 3.0564 -1.1641
H1 0.1668 4.1394 -0.2526
H2 1.5548 3.5996 0.7604
H3 1.7938 6.0951 0.4085
H4 1.6929 5.8726 -1.3874
H5 3.3911 4.5366 -1.3136
H6 1.1738 2.2042 -0.9175
C3 0.3256 -4.0908 -0.9067
C4 0.7430 -3.3611 -2.1751
O3 2.1429 -3.2984 -2.4998
O4 0.6943 -5.4816 -0.9642
H7 -0.7628 -4.1415 -0.8770
H8 0.7570 -3.6901 0.0106
H9 0.3750 -2.3353 -2.1948
H10 0.3028 -3.9725 -2.9628
H11 2.4411 -2.6134 -1.8969
H12 1.5430 -5.4089 -1.4069
C5 -2.7921 3.7681 1.8070
C6 -3.3390 3.0737 0.5498
O5 -2.3857 2.5413 -0.3168
O6 -1.8162 4.6733 1.4371
H13 -2.2901 3.1149 2.5206
H14 -3.6269 4.2613 2.3050
H15 -3.8591 3.7985 -0.0764
H16 -4.0017 2.3226 0.9796
H17 -2.1937 1.6484 -0.0210
H18 -1.5705 4.5503 0.5173
C7 3.5687 1.5565 3.7121
C8 2.6493 2.1917 4.7305
O7 3.1612 3.3682 5.4206
O8 3.5584 2.3599 2.5526
H19 3.3157 0.5218 3.4809
H20 4.5595 1.5980 4.1647
H21 2.3714 1.5189 5.5418
H22 1.7283 2.5312 4.2566
H23 3.8677 3.2573 6.0610
H24 2.7805 2.2188 2.0079
C9 -3.1440 -3.8356 0.5596
C10 -3.0969 -2.4587 -0.1677
O9 -3.3888 -1.5077 0.8592
O10 -4.3979 -4.1577 0.8468
H25 -2.5274 -3.9595 1.4499
H26 -2.7982 -4.7214 0.0268
H27 -3.8265 -2.4013 -0.9754
H28 -2.0914 -2.2563 -0.5365
H29 -2.5171 -1.2731 1.1858
H30 -4.5117 -3.6736 1.6679
C11 1.6280 1.3073 -5.0999
C12 1.2279 1.7482 -6.4759
O11 2.0968 2.7127 -7.0739
O12 2.9565 0.9135 -5.2328
H31 0.9325 0.5316 -4.7797
H32 1.5616 1.9323 -4.2094
H33 0.2465 2.1483 -6.2213
H34 0.8489 0.9852 -7.1559
H35 3.0122 2.4240 -7.0584
H36 2.9136 0.0830 -5.7125
C13 -6.8362 1.5009 0.8711
C14 -6.1260 0.2376 0.4157
O13 -5.7692 -0.6216 1.5671
O14 -7.0559 2.2584 -0.3774
H37 -5.9711 1.9725 1.3373
H38 -7.6852 1.3158 1.5291
H39 -5.2584 0.3479 -0.2349
H40 -6.8430 -0.2840 -0.2184
H41 -5.1442 -1.2030 1.1279
H42 -6.5042 3.0437 -0.3996
C15 4.2640 -0.6519 0.2766
C16 5.4684 -0.8671 1.1649
O15 6.6174 -1.1138 0.3724
O16 3.7615 -1.7407 -0.4470
H43 4.3245 0.1652 -0.4423
H44 3.4862 -0.3465 0.9765
H45 5.3295 -1.6343 1.9265
H46 5.6030 0.0230 1.7795
H47 6.3183 -1.6140 -0.3905
H48 3.3615 -2.4096 0.1136
C17 1.3242 -3.1795 4.2710
C18 2.4002 -2.9558 3.1878
O17 2.4086 -1.7209 2.5534
O18 0.1293 -3.3498 3.7480
H49 1.3646 -2.3749 5.0052
H50 1.5776 -4.1392 4.7216
H51 2.2665 -3.7669 2.4721
H52 3.3262 -3.1164 3.7399
H53 1.8491 -1.6587 1.7758
H54 -0.2585 -2.5293 3.4350
C19 5.8275 -5.8894 0.8411
C20 4.8834 -4.8930 1.4947
O19 3.6985 -4.5685 0.7816
O20 5.0767 -7.0331 0.3714
H55 6.2639 -6.0972 1.8180
H56 6.5621 -5.4461 0.1688
H57 5.3700 -3.9612 1.7827
H58 4.5386 -5.3443 2.4251
H59 3.4415 -5.4104 0.3986
H60 5.5120 -7.8795 0.2461
C21 -1.8934 4.6888 -3.0723
C22 -3.3517 4.8728 -3.5994
O21 -3.5507 5.8037 -4.6200
O22 -1.0254 4.1035 -4.0564
H61 -1.8654 4.0818 -2.1673
H62 -1.4953 5.6343 -2.7040
H63 -4.1164 5.1302 -2.8665
H64 -3.6275 3.8991 -4.0045
H65 -3.0557 5.5806 -5.4117
H66 -0.1202 4.3603 -3.8660
C23 -1.6152 0.5053 3.6632
C24 -2.6798 -0.0198 4.6201
O23 -2.3445 0.2846 6.0768
O24 -0.6372 -0.4912 3.3166
H67 -1.1294 1.3730 4.1095
H68 -2.1774 0.7380 2.7588
H69 -2.7242 -1.1055 4.5345
H70 -3.6370 0.3993 4.3100
H71 -2.0811 -0.5471 6.4774
H72 -0.2819 -0.2127 2.4694
C25 -2.3552 -0.3013 -3.3686
C26 -2.6051 -1.1444 -4.5367
O25 -1.3582 -1.9750 -4.7093
O26 -3.4829 0.3692 -2.9607
H73 -1.5909 0.4440 -3.5888
H74 -2.0316 -0.8627 -2.4921
H75 -2.8253 -0.5369 -5.4145
H76 -3.4313 -1.8247 -4.3302
H77 -1.6461 -2.6414 -5.3374
H78 -3.1852 1.0877 -2.3979

These are the Löwdin partial charges, in e, on atoms 1 to 8: -1.353 0.196 0.124 0.105 0.176 -0.217 -0.209 -0.081